Entry 1:
Below is 2 unconnected molecules or ions with the total composition C2H5BrNP, with properties calculated with the ωB97M-V functional and the def2-TZVPD basis.

Computed properties:
Molar mass (g mol⁻¹): 153.95
Relative energy (zero: lowest compared OMol25 entry of this formula, charge and spin) (kcal per mole): 106.1
Highest occupied orbital energy (alpha / beta) (eV): -8.84 / -8.09
Max |F| (hartree/bohr): 0.074
Energy (hartree): -3049.157783
Total charge: 0

```
10
Properties=species:S:1:pos:R:3:forces:R:3
Br -0.1654 2.7701 1.2262 -0.861 0.167 0.027
P -0.7257 -0.6842 2.6982 -2.486 2.106 1.122
N 0.5276 0.0165 1.9794 0.972 2.469 -1.330
C -0.3137 -0.2880 -0.8746 0.012 0.284 -0.953
C 0.7782 1.1755 1.4889 3.174 -1.626 1.294
H -0.2335 -1.8852 2.5524 0.895 -2.964 -0.308
H 1.8915 1.3729 1.3703 -1.507 0.011 -0.253
H 0.3346 -0.5820 -1.6973 -0.164 -0.266 0.295
H -0.2623 0.7593 -0.6276 -0.167 -0.078 0.046
H -1.2324 -0.8224 -0.6806 0.131 -0.103 0.061
```
Positions in Å, forces in eV/Å.



Entry 2:
Below is 5 unconnected molecules or ions with the total composition C21H57N4O7, with properties calculated with the ωB97M-V functional and the def2-TZVPD basis.

Computed properties:
Molar mass (g mol⁻¹): 477.71
Relative energy (zero: lowest compared OMol25 entry of this formula, charge and spin) (kcal per mole): 91.4
Highest occupied orbital energy (eV): -14.22
Max |F| (hartree/bohr): 0.110
Energy (hartree): -1578.956004
Total charge: +3

```
89
Properties=species:S:1:pos:R:3:forces:R:3
O -2.0319 -5.2477 -3.8926 -1.044 -2.450 -0.098
O -1.4182 -0.0770 0.2901 0.572 -2.100 0.224
O -3.0253 6.2503 5.4283 -0.051 0.627 -1.124
O -0.3086 0.2417 2.1915 0.747 -0.085 1.160
O 3.1475 1.4920 -1.2352 0.644 -0.133 -0.292
O -1.0472 1.9753 0.8752 1.718 -0.818 1.741
O 1.6260 -2.9998 -1.0022 -0.098 1.071 0.520
N -2.3847 -4.3949 -0.9855 -2.004 -0.280 -0.455
N 3.3003 -1.9006 1.6972 1.199 1.346 -0.300
N 1.2663 0.6930 -3.6706 -2.256 0.104 -0.425
N -1.8791 5.3007 2.7368 1.948 0.691 1.119
C 3.5176 -0.9712 0.5014 -0.694 -0.734 -0.715
C 2.2504 -3.6600 0.1287 0.190 -0.251 -2.112
C -3.3102 6.9939 4.2186 0.832 -0.662 0.460
C -2.0548 -3.5370 -2.2070 1.247 -0.243 0.956
C 2.1385 -2.8712 1.4074 0.511 0.262 0.832
C -1.8126 4.0941 3.6176 -0.714 -0.963 -1.846
C -0.6379 6.0951 3.1471 -1.758 1.682 0.502
C 1.2774 2.1014 -4.3837 1.817 -1.371 -0.208
C -3.2357 6.0365 2.9954 0.748 1.858 -0.132
C -3.0311 -3.5272 0.1806 1.643 -1.054 -0.443
C -1.2934 -4.2528 -3.3467 -0.058 2.491 -0.162
C 2.9917 -0.8978 2.8700 -0.439 -1.618 -0.893
C 4.6684 -2.6171 1.9260 -2.156 -0.714 0.063
C 1.7835 1.8824 -1.2831 0.401 -1.187 -0.517
C 0.9403 0.8907 -2.1726 -0.811 1.914 -0.197
C 0.0239 -0.1548 -4.2873 2.010 0.196 -0.434
C -1.1865 -5.2306 -0.5103 -0.945 0.258 0.071
C -1.6678 4.9195 1.2693 -1.950 0.350 0.618
C -0.9074 0.7291 1.0983 -2.707 3.311 -3.666
C -3.5003 -5.4454 -1.3750 0.568 0.418 1.649
C 2.5604 -0.1375 -3.7352 -1.388 1.108 -0.792
H 0.3094 5.7008 2.7793 -0.501 -0.334 -0.061
H 3.3477 0.5753 -3.4900 0.105 -0.640 0.267
H 2.3484 -0.9314 -3.0191 0.668 0.119 0.053
H -2.3875 3.4473 2.9549 -0.287 -1.011 1.069
H 2.0537 2.6633 -3.8642 -0.460 0.278 0.128
H 1.2250 -2.2778 1.4466 0.006 0.069 -0.133
H 0.3399 2.6334 -4.5454 -0.254 -0.514 0.983
H -0.7962 3.7009 3.5972 -0.096 0.146 0.283
H 4.0645 -1.4307 -0.3219 0.316 -0.467 0.406
H -1.5341 -5.8726 0.2992 -0.211 -0.127 -0.251
H -0.2352 -4.4557 -3.1817 -0.063 -0.362 0.528
H -2.2739 -2.8114 0.5006 -0.231 0.394 -0.368
H 0.8138 -0.0773 -1.6877 0.118 -0.004 -0.198
H -0.7501 4.3673 1.0668 -0.275 -0.100 0.552
H -1.3103 -3.5115 -4.1457 0.552 0.899 0.147
H -2.2378 4.2856 4.6028 0.187 0.010 -0.279
H 1.6734 1.9910 -5.3932 0.050 -0.528 -0.015
H 1.9744 -3.3380 -1.8304 0.240 -0.258 0.090
H 5.3890 -1.9446 2.3913 0.017 0.074 -0.770
H 2.7005 -0.5498 -4.7345 -0.064 0.150 0.023
H -1.4268 -2.7675 -1.7581 0.165 0.312 -0.387
H 3.6798 2.1706 -1.6568 0.210 0.022 0.090
H -3.1685 -4.2091 1.0198 -0.148 -0.144 -0.182
H -2.9456 -3.0539 -2.6084 -0.210 -0.391 0.314
H -3.8582 -5.6745 -0.3712 0.133 -1.048 -0.200
H 4.5249 -3.4579 2.6047 -0.190 0.148 0.234
H -0.0893 -1.0709 -3.7076 -0.140 0.384 0.270
H -3.0363 -6.2547 -1.9388 -0.303 0.162 0.285
H -0.8998 0.3852 -4.4953 0.204 0.494 1.055
H -0.3502 -4.6781 -0.0819 -0.352 0.635 -0.465
H 2.2977 -0.1435 2.4993 0.350 0.140 -0.159
H -3.2819 6.7112 2.1406 -0.430 -0.129 -0.161
H -0.6934 -0.6378 2.1825 0.141 -0.530 0.356
H 1.7662 -4.6344 0.0631 0.134 -0.176 1.396
H -2.6642 7.8612 4.0826 0.722 -0.233 0.095
H 2.5281 -0.8610 0.0577 0.001 0.829 0.339
H 0.3106 -0.4569 -5.2945 0.549 -0.007 0.047
H 3.2914 -3.8515 -0.1316 0.159 -0.018 0.200
H 1.4495 1.7644 -0.2523 -0.797 0.153 -0.219
H 1.7380 2.9349 -1.5630 -0.525 -0.132 -0.151
H -0.8134 7.1127 2.7982 0.438 0.026 -0.319
H -1.7464 5.8170 0.6557 0.211 0.135 0.236
H -3.0697 6.8820 6.1498 -0.016 -0.039 0.337
H 2.4276 -1.4340 3.6331 0.541 -0.109 0.250
H -4.4138 -5.0761 -1.8410 0.672 0.736 -0.555
H -1.4951 -5.9974 -4.1598 -0.007 -0.089 -0.169
H -4.1331 5.4193 3.0378 0.687 -0.814 -0.329
H -0.0295 1.3794 -2.2667 -0.320 -0.288 0.630
H -2.5680 4.3332 1.0851 0.408 -0.393 -0.589
H 4.0454 -0.0494 0.7460 -0.414 -0.148 0.324
H -0.6855 6.1778 4.2329 0.358 -0.244 -0.028
H 2.1462 -3.5539 2.2572 -0.096 -0.040 -0.006
H -0.8639 -5.8300 -1.3616 -0.003 0.031 0.219
H -4.2686 7.5063 4.3026 -0.547 -0.674 -0.421
H 4.8299 -3.0682 0.9469 1.020 0.420 0.263
H -3.9891 -3.0828 -0.0894 0.350 -0.048 -0.420
H 3.9813 -0.5488 3.1650 -0.491 0.248 0.261
```
Positions in Å, forces in eV/Å.



Entry 3:
Below is a molecular structure, C25H31AsN6O2PtS5Se, with properties calculated with the ωB97M-V functional and the def2-TZVPD basis.

Computed properties:
Molar mass (g mol⁻¹): 956.86
Relative energy (zero: lowest compared OMol25 entry of this formula, charge and spin) (kcal per mole): 44.4
Highest occupied orbital energy (alpha / beta) (eV): 1.04 / 1.05
Max |F| (hartree/bohr): 0.052
Energy (hartree): -8197.815028
Total charge: -2

```
72
Properties=species:S:1:pos:R:3:forces:R:3
Pt 2.2307 0.4150 0.7618 -0.671 0.945 -0.461
Se -0.4310 -0.0486 -1.3075 0.312 0.327 0.181
As 3.9668 4.0249 -0.0093 1.634 1.003 1.100
S 3.0391 2.4697 1.3243 -0.379 -0.912 0.021
S 4.6908 3.4339 -1.9014 -0.103 -0.696 -0.938
S 2.7544 5.7686 -0.0946 -0.978 0.685 -0.271
S 1.5629 0.9131 -1.3454 0.237 0.279 -0.206
S 0.7488 -3.0892 0.9490 -0.056 -0.098 0.227
O 0.5423 -3.8251 2.1755 0.136 -0.149 -0.165
O -0.4679 -2.7155 0.2601 0.327 -0.016 -0.134
N -1.8286 2.4303 -0.7857 1.218 -1.592 1.165
N 1.6317 -1.7546 1.1744 -0.989 -0.852 -0.707
N -2.0970 0.9427 0.8421 1.474 0.737 -1.374
N 3.0819 -6.7944 -3.0553 0.078 -0.160 -0.243
N 2.8997 -0.4551 2.4785 0.332 -0.594 0.251
N 3.0366 -2.8211 2.7250 0.474 -0.199 0.400
C 3.7862 -0.2814 3.4455 -0.107 0.064 -0.057
C 2.2763 -5.2800 0.1975 -0.032 0.088 0.105
C 2.5330 -1.7316 2.1536 0.470 -0.417 0.934
C 1.5089 -3.8279 -1.5610 0.058 -0.036 -0.035
C 2.0435 -4.6825 -2.5037 0.058 -0.070 -0.002
C -1.9763 -0.2381 1.6467 -0.054 -0.928 0.743
C 2.8099 -6.1386 -0.7446 0.032 0.008 -0.196
C -3.8715 2.1902 2.1068 -0.180 0.448 -0.053
C 3.9060 -2.6256 3.7110 -0.083 0.100 -0.141
C 0.3363 4.9656 -2.6408 -0.028 -0.172 -0.103
C 4.3198 -1.3699 4.1261 -0.135 -0.054 0.036
C -2.9600 1.9706 1.0823 -0.425 0.854 -0.113
C -4.6203 3.3673 2.0536 0.153 -0.813 0.496
C -1.3255 1.2506 -0.2629 -2.624 0.298 -0.399
C 1.2540 4.1410 -3.5354 -0.150 0.180 0.138
C -4.0864 -0.9192 -0.7567 0.111 -0.120 0.022
C -0.2089 4.1553 -1.4695 -0.050 0.054 -0.024
C -3.5693 -1.8149 0.3650 -0.101 0.115 0.056
C -4.4645 4.2843 1.0327 0.446 0.269 -0.868
C -1.2552 3.1274 -1.9025 0.561 0.578 -0.843
C 1.6125 -4.1427 -0.2183 -0.361 0.441 0.505
C -2.7860 2.9187 0.0506 -0.500 -0.064 0.678
C -3.5373 4.0859 0.0060 -0.263 0.038 0.445
C 2.6719 -5.8615 -2.1049 -0.109 0.058 0.229
C -3.2598 -1.0791 1.6707 0.205 -0.083 -0.264
H -0.4935 5.3816 -3.2260 -0.145 0.084 -0.021
H 5.0337 -1.2359 4.9244 0.007 0.009 0.019
H -1.1632 -0.8526 1.2521 0.004 0.240 0.049
H -1.7254 0.0580 2.6755 0.069 0.058 -0.260
H 2.1325 3.8415 -2.9705 0.251 -0.047 0.023
H 1.9660 -4.4577 -3.5582 -0.055 0.060 -0.104
H 3.3262 -7.0394 -0.4409 0.008 -0.096 0.072
H -5.0593 5.1860 1.0318 -0.035 0.067 -0.007
H -2.0688 3.6176 -2.4509 -0.016 -0.131 0.049
H -4.1105 -0.4510 1.9416 -0.101 -0.066 0.120
H -3.9916 1.4968 2.9243 0.014 -0.056 0.024
H 0.9890 -2.9249 -1.8428 -0.012 0.074 -0.130
H 0.9148 5.7936 -2.2285 -0.006 -0.019 0.081
H -4.4982 -1.5311 -1.5600 0.000 0.053 -0.088
H -3.2814 -0.3195 -1.1796 -0.086 0.078 -0.098
H 4.2848 -3.5323 4.1740 0.113 0.052 0.043
H -4.8713 -0.2498 -0.4028 -0.075 0.087 0.012
H -3.3970 4.8241 -0.7697 0.056 -0.004 -0.040
H 4.0546 0.7422 3.6739 0.048 0.085 -0.194
H -0.7930 2.3789 -2.5524 -0.166 0.076 0.067
H -4.3341 -2.5688 0.5825 0.097 -0.033 -0.003
H -0.6456 4.8297 -0.7280 0.020 -0.021 0.087
H 1.5824 4.7251 -4.3951 0.065 0.005 -0.072
H 2.3454 -5.4788 1.2555 0.033 -0.049 0.118
H 3.2589 -6.4146 -3.9739 0.104 -0.086 0.137
H -5.3348 3.5609 2.8427 -0.014 0.025 0.014
H -3.1245 -1.8309 2.4520 0.016 0.105 0.078
H 3.7864 -7.4438 -2.7404 0.018 0.127 -0.115
H 0.7651 3.2393 -3.8977 -0.086 -0.189 -0.164
H -2.6645 -2.3286 0.0397 -0.077 -0.125 0.012
H 0.6180 3.6262 -0.9919 0.018 0.096 0.157
```
Positions in Å, forces in eV/Å.